Density functional theory data (ωB97M-V with the def2-TZVPD basis set) for a cluster of 2 separate species, C3H5ClO2 in total at a distorted geometry.

Computed properties:
**2S+1**: 1
**Net charge**: 0
**Energy above the lowest of the compared OMol25 structures with the same formula, charge and spin**: 57.46 kcal/mol

Each line ends with the natural charge from an NBO analysis.
Geometry (Å):
C 0.275 -1.049 0.194  0.4793
C -0.406 0.156 0.925  -0.7317
C 3.720 -0.359 0.425  0.3076
O 0.345 -1.173 -0.920  -0.4827
O 4.618 -1.106 0.827  -0.4916
Cl 4.284 1.044 -0.391  0.0054
H 0.950 -1.470 1.011  0.0581
H -1.171 0.692 0.402  0.2284
H 0.431 0.875 0.902  0.2317
H -0.692 -0.147 1.947  0.2217
H 2.808 -0.807 0.554  0.1738

---

Density functional theory data (ωB97M-V with the def2-TZVPD basis set) for a cluster of 14 separate species, C54H70F6N9O19S2 in total at a distorted geometry.

Computed properties:
**2S+1**: 1
**Net charge**: -1
**Energy above the lowest of the compared OMol25 structures with the same formula, charge and spin**: 0.00 kcal/mol

Each line ends with the Mulliken charge.
Geometry (Å):
C -12.486 3.062 -9.010  0.0070
F -12.256 1.819 -9.301  0.0343
F -13.801 3.189 -8.771  -0.1111
F -11.780 3.399 -7.948  -0.0912
S -12.057 4.123 -10.470  0.7961
O -10.657 4.002 -10.728  -0.4753
O -12.919 3.645 -11.490  -0.5229
N -12.336 5.633 -9.861  -0.9833
S -13.278 6.392 -10.905  0.7103
O -12.778 6.461 -12.237  -0.4478
O -14.667 6.099 -10.781  -0.6679
C -13.213 8.110 -10.268  0.3272
F -11.963 8.560 -10.134  -0.1106
F -13.854 8.905 -11.110  -0.1682
F -13.842 8.160 -9.122  -0.2142
C -11.582 3.677 -14.632  -0.8178
C -10.840 3.000 -15.736  0.5392
C -9.308 3.286 -15.795  -0.3299
O -8.710 1.982 -15.909  -0.4400
C -9.699 1.008 -15.764  0.6404
O -9.446 -0.115 -15.822  -0.4761
O -10.902 1.571 -15.514  -0.3682
H -11.025 3.670 -13.695  -0.1643
H -12.593 3.307 -14.496  0.3768
H -11.760 4.738 -14.863  0.1931
H -11.330 3.232 -16.688  0.2673
H -9.021 3.830 -14.893  0.1649
H -9.136 3.930 -16.659  0.4217
C -18.581 3.158 -11.999  -1.2626
C -18.807 3.651 -13.398  0.5215
C -17.512 3.777 -14.238  -0.2457
O -17.755 2.951 -15.381  -0.3535
C -18.998 2.397 -15.318  0.6305
O -19.512 1.824 -16.207  -0.5282
O -19.579 2.636 -14.115  -0.3793
H -19.491 3.079 -11.420  0.3786
H -17.962 3.911 -11.502  0.2497
H -17.971 2.257 -12.021  0.3491
H -19.339 4.605 -13.463  0.2577
H -16.620 3.484 -13.685  0.1356
H -17.317 4.792 -14.568  0.2353
C -14.233 8.641 -15.586  -1.7098
C -13.278 8.803 -14.434  1.7700
C -11.797 8.591 -14.767  -0.1477
O -11.141 9.713 -14.200  -0.3868
C -12.046 10.679 -13.931  0.6074
O -11.781 11.750 -13.531  -0.5089
O -13.306 10.211 -14.063  -0.3283
H -14.058 9.469 -16.273  0.4077
H -15.263 8.684 -15.231  0.3836
H -14.120 7.701 -16.128  0.3897
H -13.535 8.215 -13.556  -0.8002
H -11.651 8.516 -15.850  0.2808
H -11.374 7.693 -14.328  0.1025
C -8.019 2.485 -12.711  -0.9228
C -8.207 1.237 -11.901  0.4416
C -8.850 1.469 -10.496  0.3157
O -10.056 0.688 -10.491  -0.2526
C -10.300 0.191 -11.751  0.4681
O -11.266 -0.392 -12.061  -0.4789
O -9.196 0.374 -12.555  -0.2982
H -7.674 2.238 -13.714  0.3704
H -7.196 3.064 -12.260  0.4381
H -8.836 3.203 -12.741  -0.1762
H -7.288 0.663 -11.791  0.2877
H -9.025 2.513 -10.247  -0.2707
H -8.183 1.100 -9.707  0.1658
C -10.920 9.289 -6.509  -0.2868
C -11.792 10.423 -6.065  0.3762
C -12.966 10.685 -7.040  0.9714
O -14.121 10.502 -6.222  -0.4263
C -13.760 10.087 -4.975  0.5219
O -14.559 9.847 -4.157  -0.5566
O -12.434 10.060 -4.846  -0.4140
H -10.497 9.523 -7.478  -0.2454
H -11.550 8.399 -6.547  -0.2652
H -10.147 9.116 -5.760  0.5386
H -11.255 11.347 -5.863  0.2629
H -12.902 9.972 -7.851  -0.5767
H -12.859 11.692 -7.439  0.0108
N -15.627 -2.246 -8.858  0.0410
C -15.287 -0.932 -8.832  -0.6939
C -14.555 -0.674 -9.957  -0.1707
C -14.336 -1.916 -10.611  -0.7376
C -15.051 -2.855 -9.945  -0.5364
H -16.060 -2.752 -8.116  0.1870
H -15.428 -0.279 -7.989  0.5188
H -14.031 0.240 -10.173  0.5226
H -13.762 -2.107 -11.501  0.4520
H -15.127 -3.918 -10.076  0.3905
N -9.695 6.450 -8.910  1.1461
C -8.980 7.545 -9.208  -0.6055
C -7.891 7.588 -8.364  -0.7324
C -7.931 6.388 -7.577  -0.9495
C -9.022 5.686 -7.959  -0.6284
H -10.579 6.177 -9.354  0.0604
H -9.333 8.291 -9.903  0.5887
H -7.212 8.419 -8.308  0.4284
H -7.138 6.085 -6.909  0.5074
H -9.458 4.715 -7.793  0.4021
N -14.546 3.066 -5.313  0.3170
C -14.726 1.733 -5.467  -0.5795
C -15.804 1.371 -4.687  -0.6310
C -16.210 2.542 -3.983  -0.6619
C -15.494 3.597 -4.485  -0.3629
H -13.842 3.653 -5.734  0.1679
H -14.131 1.128 -6.128  0.5893
H -16.247 0.401 -4.537  0.3776
H -16.965 2.616 -3.217  0.4636
H -15.495 4.654 -4.327  0.2270
N -17.894 3.189 -6.923  0.2196
C -19.141 3.369 -6.430  -0.1704
C -19.957 3.783 -7.432  -1.1038
C -19.140 3.903 -8.586  -0.1119
C -17.862 3.552 -8.267  -0.7907
H -17.097 2.904 -6.379  0.4069
H -19.335 3.105 -5.403  0.4101
H -20.979 4.077 -7.300  0.3853
H -19.489 4.329 -9.512  0.4609
H -16.926 3.484 -8.794  0.4378
N -12.817 5.865 -6.999  3.3951
C -12.022 5.912 -5.886  -1.0795
C -12.771 6.401 -4.854  -0.7398
C -14.100 6.575 -5.349  -1.1605
C -14.116 6.173 -6.662  -1.0586
H -12.464 5.726 -7.953  -0.9344
H -10.955 5.773 -5.968  0.4494
H -12.412 6.623 -3.865  0.4745
H -14.912 6.968 -4.757  0.8070
H -14.912 6.182 -7.387  0.5868
N -14.144 13.361 -12.824  0.1217
C -13.955 14.537 -12.147  -0.4532
C -14.438 14.384 -10.893  -0.7134
C -14.914 13.048 -10.784  -0.3970
C -14.693 12.444 -11.993  -0.7362
H -14.007 13.181 -13.794  0.2291
H -13.499 15.406 -12.586  0.4007
H -14.395 15.136 -10.123  0.5104
H -15.370 12.571 -9.934  0.4870
H -14.880 11.441 -12.328  0.4633
N -11.674 12.645 -10.303  0.1768
C -11.380 13.306 -9.137  -0.5215
C -10.371 12.636 -8.535  -1.1051
C -10.120 11.457 -9.292  -0.2985
C -10.989 11.470 -10.341  -1.0292
H -12.495 12.796 -10.867  0.6633
H -11.933 14.194 -8.890  0.4176
H -9.891 12.954 -7.623  0.4757
H -9.409 10.673 -9.098  0.8078
H -11.186 10.773 -11.131  0.3948
N -7.497 2.409 -3.836  0.0069
C -8.689 3.047 -4.183  -1.0977
C -8.952 2.740 -5.493  0.2906
C -7.931 1.820 -5.946  -0.7055
C -7.040 1.677 -4.910  -0.5164
H -7.038 2.521 -2.960  0.1695
H -9.239 3.661 -3.492  0.4367
H -9.794 3.114 -6.052  0.6001
H -7.883 1.310 -6.890  0.3983
H -6.121 1.117 -4.853  0.4050

---

Density functional theory data (ωB97M-V with the def2-TZVPD basis set) for a cluster of 4 separate species, C17H33BN3O8S3 in total at a distorted geometry.

Computed properties:
**2S+1**: 1
**Net charge**: +1

Each line ends with the natural charge from an NBO analysis.
Geometry (Å):
N -0.711 1.990 -1.781  -0.7859
C -0.480 0.695 -0.974  -0.2709
C 1.159 0.719 -0.623  0.1876
C 1.546 1.462 0.729  -0.1593
C 3.140 1.527 1.034  -0.1360
C 3.932 0.802 -0.160  -0.0866
B 5.592 0.795 -0.079  1.1278
O 6.442 -0.411 -0.016  -0.8730
O 6.233 2.152 -0.022  -0.8696
N 3.271 0.157 -1.291  -0.2582
N 1.970 0.046 -1.627  -0.1453
H 0.082 1.964 -2.490  0.3541
H -0.409 2.763 -1.120  0.3452
H -1.113 0.841 0.025  0.2432
H -0.799 -0.251 -1.585  0.2682
H 0.729 1.918 1.429  0.2834
H 3.634 2.050 1.951  0.2941
H 7.371 -0.086 -0.260  0.5208
H 5.782 2.724 -0.734  0.4906
H 3.920 -0.316 -1.993  0.4497
C -5.621 1.651 -0.922  -0.4076
C -6.175 0.660 0.102  -0.4014
C -5.569 -0.707 -0.209  -0.6878
S -3.990 -0.390 -0.983  2.1697
O -4.047 -0.854 -2.353  -0.9495
O -2.928 -0.778 -0.076  -0.9635
C -4.124 1.387 -0.983  -0.6804
H -5.836 2.686 -0.642  0.2276
H -6.076 1.463 -1.902  0.2216
H -5.879 0.974 1.110  0.2050
H -7.268 0.622 0.077  0.2348
H -5.417 -1.296 0.699  0.2659
H -6.187 -1.267 -0.917  0.2753
H -3.651 1.797 -1.877  0.2674
H -3.622 1.760 -0.085  0.2262
C -4.270 -5.400 -3.537  -0.4072
C -5.484 -6.313 -3.376  -0.4018
C -6.203 -5.898 -2.094  -0.6825
S -5.846 -4.163 -1.860  2.1659
O -5.049 -4.014 -0.661  -0.9484
O -7.052 -3.393 -2.090  -0.9465
C -4.776 -3.990 -3.275  -0.6812
H -3.825 -5.489 -4.533  0.2273
H -3.505 -5.668 -2.799  0.2134
H -6.155 -6.183 -4.234  0.2116
H -5.196 -7.368 -3.343  0.2279
H -7.284 -6.038 -2.175  0.2576
H -5.821 -6.442 -1.226  0.2503
H -3.977 -3.280 -3.054  0.2741
H -5.382 -3.627 -4.110  0.2429
C 8.029 3.817 4.539  -0.4075
C 6.567 4.197 4.772  -0.4015
C 5.745 3.570 3.648  -0.6887
S 6.638 2.112 3.129  2.1578
O 7.096 2.312 1.770  -0.9302
O 5.900 0.932 3.534  -0.9484
C 8.023 2.328 4.229  -0.6771
H 8.652 4.045 5.409  0.2389
H 8.424 4.377 3.683  0.2183
H 6.237 3.797 5.739  0.2169
H 6.431 5.283 4.803  0.2342
H 4.748 3.282 3.991  0.2441
H 5.664 4.241 2.789  0.2467
H 8.940 1.986 3.746  0.2627
H 7.830 1.739 5.131  0.2470

---

Density functional theory data (ωB97M-V with the def2-TZVPD basis set) for an isolated molecule of C2H7N3 at a distorted geometry.

Computed properties:
**2S+1**: 1
**Net charge**: 0
**Energy above the lowest of the compared OMol25 structures with the same formula, charge and spin**: 35.13 kcal/mol

Each line ends with the natural charge from an NBO analysis.
Geometry (Å):
C -0.962 1.117 -1.683  -0.4210
C -0.047 -0.260 -0.041  0.2663
H -0.642 1.031 -2.747  0.1988
H -1.163 2.165 -1.486  0.1969
H -1.914 0.527 -1.490  0.1627
H -0.990 -0.834 0.120  0.1500
H 1.808 -0.170 0.579  0.3613
H 1.371 -1.911 2.274  0.3569
H 0.743 -0.410 2.652  0.3360
N 0.124 0.692 -0.848  -0.4989
N 0.985 -0.747 0.694  -0.4572
N 0.687 -1.199 1.975  -0.6516

---

| no. | DFT total energy (eV) | HOMO level (eV) | frontier orbital gap (eV) |
| --- | --- | --- | --- |
| 1 | -19807.3405 | -10.13 | 10.48 |
| 2 | -147424.2185 | -6.42 | 8.11 |
| 3 | -72185.0495 | -11.73 | 6.64 |
| 4 | -6656.4325 | -8.81 | 9.99 |